A cluster of 2 separate species, BrFH2NPS in total, computed with wB97M-V/def2-TZVPD.

Calculated values
Total charge: 0
Energy relative to the best compared isomer or geometry (same formula, charge and spin) (kcal per mole): 57.5
LUMO energy (alpha / beta) (eV): -2.46 / -4.38
HOMO-LUMO gap (alpha / beta) (Ha): 0.2580 / 0.1770

Last column: Löwdin charge in e.
Atoms and positions in Å:
N: 0.18847 0.49258 -0.37031  -0.229
F: -1.17599 -0.13516 1.56444  -0.367
P: -0.91558 -0.65700 0.01140  0.351
S: -2.77024 -0.45357 -0.83288  0.150
Br: 3.27416 -0.43246 -0.04025  0.145
H: 1.09054 0.29506 -0.86654  -0.060
H: 0.30864 0.89055 0.53414  0.011

=====

A cluster of 2 separate species, C5H10O in total, computed with wB97M-V/def2-TZVPD.

Calculated values
Total charge: 0
Energy relative to the best compared isomer or geometry (same formula, charge and spin) (kcal per mole): 66.7
LUMO energy (eV): 0.94
SMILES string: CC1(C)C=C1.O
HOMO-LUMO gap (Ha): 0.3849

Last column: Löwdin charge in e.
Atoms and positions in Å:
C: 0.16066 1.40002 0.22847  -0.054
C: -0.32101 0.06107 -0.33735  -0.502
C: -1.71082 0.13978 -0.93893  -0.062
C: 0.58958 -0.99441 -0.90553  -0.001
C: 0.03201 -1.28174 0.22876  -0.026
H: -0.48054 1.72735 1.05835  0.081
H: 1.19613 1.40157 0.58677  0.065
H: 0.09113 2.18331 -0.53685  0.078
H: -2.01478 -0.87478 -1.21353  0.079
H: -1.72282 0.76035 -1.84210  0.080
H: -2.43953 0.54017 -0.22380  0.080
H: 1.11217 -1.35869 -1.77726  0.104
H: -0.21511 -2.00408 0.99079  0.115
O: 2.09329 -0.82812 1.81327  -0.070
H: 2.03378 -0.78292 0.84975  0.002
H: 1.55698 -0.08783 2.12750  0.032

=====

A structure of composition C32H58I2N2O2P, computed with wB97M-V/def2-TZVPD.

Calculated values
Total charge: +1
LUMO energy (eV): -3.31
HOMO-LUMO gap (Ha): 0.2280

Last column: Löwdin charge in e.
Atoms and positions in Å:
C: 0.85263 2.61314 -2.01444  0.009
C: 1.70902 3.65272 -2.18431  -0.035
C: 3.15313 3.70391 -1.80818  -0.504
O: 4.02452 3.65388 -2.62763  0.134
O: 3.46193 3.89577 -0.51076  0.029
C: 3.03380 2.86276 0.38713  -0.155
C: 4.14702 1.84788 0.67972  -0.138
C: 4.00424 0.53495 -0.10702  -0.186
C: 4.87089 0.53029 -1.37099  -0.180
C: 4.90157 -0.82646 -2.10091  -0.206
C: 4.13375 -0.77908 -3.46783  -0.281
P: 3.23398 -2.32661 -3.65488  0.967
C: 2.10774 -2.66107 -2.28443  -0.295
C: 1.29269 -1.42884 -1.84945  -0.174
C: 0.69701 -1.62573 -0.47463  -0.225
C: 0.65223 -2.83923 0.19120  -0.043
C: 0.05775 -2.96169 1.44893  -0.059
C: -0.49766 -1.84806 2.05720  -0.070
C: -0.43275 -0.61851 1.41342  -0.063
C: 0.14369 -0.51119 0.15613  -0.047
C: 2.35313 -2.56735 -5.19338  -0.939
I: 2.27423 -4.61334 -5.73666  0.869
C: 1.76730 -1.62565 -5.94588  -0.865
C: 1.79611 -0.15713 -5.59322  -0.155
I: 0.70562 -2.10666 -7.68538  0.935
H: -0.05171 2.74025 -1.42410  0.070
H: 1.02216 1.62667 -2.44024  0.049
H: 1.31828 4.57145 -2.62062  0.125
H: 2.12806 2.35689 0.05311  0.095
H: 2.77310 3.34135 1.32891  0.129
H: 5.12133 2.28947 0.47709  0.124
H: 4.10616 1.62817 1.74478  0.116
H: 2.95310 0.39606 -0.36989  0.082
H: 4.29207 -0.31112 0.51930  0.119
H: 4.50557 1.28492 -2.06694  0.093
H: 5.88359 0.78900 -1.06944  0.123
H: 5.91624 -1.16565 -2.29038  0.116
H: 4.42640 -1.57234 -1.45860  0.083
H: 4.87183 -0.66043 -4.25732  0.113
H: 3.45967 0.06954 -3.44431  0.070
H: 4.19416 -3.34279 -3.62265  0.057
H: 1.49828 -3.53450 -2.50718  0.100
H: 2.74054 -2.93401 -1.43691  0.092
H: 0.48465 -1.29160 -2.57589  0.121
H: 1.93476 -0.55222 -1.90342  0.073
H: 1.07866 -3.73269 -0.24593  0.103
H: 0.03213 -3.93704 1.91169  0.109
H: -0.94901 -1.95573 3.03289  0.101
H: -0.85846 0.24653 1.90161  0.096
H: 0.15824 0.46031 -0.31920  0.086
H: 2.80945 0.23237 -5.58106  0.081
H: 1.26107 0.05609 -4.66825  0.067
H: 1.28827 0.39668 -6.37786  0.054
C: -3.20382 1.48834 -1.00939  -0.079
C: -3.01053 1.59086 -2.51376  -0.270
N: -2.38747 0.41687 -3.10914  -0.196
C: -1.95734 0.64995 -4.47618  -0.267
C: -3.02866 0.95632 -5.52783  -0.073
C: -3.04778 -0.85331 -2.85077  -0.252
C: -4.51759 -0.99901 -3.25938  -0.074
H: -2.26738 1.25304 -0.50956  0.051
H: -3.56544 2.44094 -0.61993  0.080
H: -3.93760 0.72818 -0.73913  0.072
H: -2.36447 2.45060 -2.71162  0.108
H: -3.98306 1.81862 -2.97335  0.105
H: -1.36921 -0.21053 -4.81979  0.096
H: -1.25172 1.49070 -4.45964  0.102
H: -3.59310 0.06662 -5.80237  0.060
H: -2.55356 1.32514 -6.43924  0.073
H: -3.72788 1.72087 -5.19093  0.072
H: -2.97245 -1.05878 -1.77870  0.101
H: -2.46494 -1.65137 -3.32166  0.110
H: -5.11524 -0.13681 -2.96196  0.071
H: -4.94717 -1.87549 -2.77151  0.076
H: -4.63282 -1.14293 -4.33235  0.058
C: -2.41090 0.85507 9.58555  -0.089
C: -2.27689 1.02647 8.07989  -0.274
N: -1.62017 -0.09508 7.43274  -0.200
C: -1.22506 0.17930 6.06611  -0.255
C: -2.32665 0.45328 5.03238  -0.085
C: -2.21748 -1.39825 7.66898  -0.247
C: -3.68949 -1.59832 7.28556  -0.081
H: -1.44280 0.64447 10.04141  0.081
H: -2.80006 1.77263 10.02773  0.074
H: -3.09956 0.05116 9.84798  0.065
H: -1.67638 1.92168 7.89770  0.118
H: -3.27412 1.22706 7.65779  0.102
H: -0.60172 -0.64633 5.70782  0.105
H: -0.55803 1.04771 6.08269  0.110
H: -2.85755 -0.45611 4.75077  0.053
H: -1.87776 0.85602 4.12053  0.053
H: -3.05612 1.17717 5.39484  0.068
H: -2.11202 -1.62902 8.73181  0.102
H: -1.61039 -2.15574 7.16625  0.113
H: -4.31829 -0.77165 7.61829  0.068
H: -4.07022 -2.50590 7.75755  0.073
H: -3.82131 -1.71879 6.21094  0.052

=====

A cluster of 2 separate species, C6H14 in total, computed with wB97M-V/def2-TZVPD.

Calculated values
Total charge: 0
Energy relative to the best compared isomer or geometry (same formula, charge and spin) (kcal per mole): 52.2
LUMO energy (eV): 1.25
SMILES string: C=CCC(C)C.[H][H]
HOMO-LUMO gap (Ha): 0.3854

Last column: Löwdin charge in e.
Atoms and positions in Å:
C: -2.78680 0.66743 0.23698  -0.059
C: -1.46258 0.81058 0.25775  -0.277
C: -0.49411 -0.33377 0.45087  -0.211
C: 1.01266 -0.01781 0.40881  -0.445
C: 1.77865 -1.16622 1.07147  -0.095
C: 1.58008 0.23443 -0.99334  -0.096
H: -3.24907 -0.31912 0.27330  0.068
H: -3.45281 1.51577 0.10612  0.058
H: -1.02771 1.80311 0.12074  0.108
H: -0.70856 -1.16402 -0.24052  0.124
H: -0.72850 -0.70845 1.45298  0.115
H: 1.17786 0.89006 1.00733  0.133
H: 2.85208 -0.95361 1.12179  0.076
H: 1.41864 -1.34858 2.09021  0.075
H: 1.65182 -2.09611 0.50200  0.083
H: 2.66563 0.39054 -0.93949  0.075
H: 1.40715 -0.62704 -1.65173  0.082
H: 1.14445 1.11670 -1.47470  0.061
H: -1.72007 0.64713 -1.72241  0.058
H: -1.05882 0.65899 -2.07816  0.069

=====

no.,strongest force on any atom (eV/Å)
1,3.37
2,0.57
3,2.22
4,1.06